Entry 1:
The following is a DFT calculation (wB97M-V/def2-TZVPD) of 4 unconnected molecules or ions with the total composition C29H57N6O6S at a distorted geometry.

Computed properties:
F_max ... 7.3 eV/A
Charge ... +1
HOMO ... -9.795 eV
Gap between HOMO and LUMO ... 4.773 eV
Lowest unoccupied orbital energy ... -5.022 eV

Element x y z (Å)
C -4.827 2.250 3.316
C -4.071 0.761 3.365
N -2.779 0.656 2.585
C -3.053 0.879 1.232
S -3.726 0.867 -0.357
C -4.046 0.496 5.002
N -4.993 -0.415 5.408
C -5.856 -1.058 4.344
C -7.356 -0.478 4.026
C -8.341 -1.051 2.801
C -9.788 -0.317 2.667
N -10.400 0.808 3.429
C -9.583 1.358 4.548
C -8.099 0.762 4.844
C -5.023 -0.557 2.988
H -5.870 2.127 3.855
H -4.157 2.959 4.002
H -4.954 2.665 2.228
H -3.239 1.109 5.594
H -5.018 -0.584 6.456
H -5.740 -2.212 4.512
H -7.985 -1.955 2.114
H -10.480 -0.765 1.800
H -9.985 2.248 5.233
H -7.484 1.269 5.726
H -4.398 -1.419 2.502
H -5.758 -0.186 2.151
C 2.038 -0.781 -4.216
O 2.805 -0.444 -3.070
C 2.445 0.805 -2.476
C 1.698 0.596 -1.145
N 0.361 0.035 -1.363
C -0.271 -0.499 -0.152
C 0.461 -1.621 0.614
O 0.511 -2.872 -0.073
C 1.519 -2.959 -1.069
H 2.540 -1.607 -4.730
H 1.040 -1.123 -3.931
H 1.962 0.063 -4.908
H 1.876 1.444 -3.166
H 3.385 1.325 -2.256
H 1.603 1.557 -0.628
H 2.314 -0.062 -0.533
H 0.423 -0.717 -2.043
H -1.250 -0.892 -0.464
H -0.471 0.330 0.533
H -0.115 -1.812 1.528
H 1.459 -1.323 0.954
H 2.427 -2.415 -0.795
H 1.127 -2.608 -2.023
H 1.780 -4.014 -1.202
C 4.525 -1.438 7.418
O 4.960 -2.478 6.556
C 4.450 -3.768 6.899
C 3.377 -4.230 5.894
N 2.148 -3.441 6.020
C 1.221 -3.590 4.894
C 1.728 -3.228 3.482
O 1.964 -1.834 3.277
C 3.200 -1.362 3.791
H 5.149 -0.557 7.230
H 3.489 -1.162 7.207
H 4.632 -1.719 8.470
H 4.081 -3.807 7.933
H 5.295 -4.463 6.832
H 3.145 -5.286 6.072
H 3.813 -4.139 4.898
H 2.392 -2.457 6.098
H 0.361 -2.940 5.116
H 0.842 -4.617 4.886
H 0.932 -3.496 2.778
H 2.599 -3.820 3.178
H 4.000 -2.101 3.703
H 3.074 -1.048 4.826
H 3.491 -0.473 3.222
C 3.925 4.574 -5.962
O 4.360 3.534 -6.824
C 3.850 2.244 -6.481
C 2.777 1.782 -7.486
N 1.548 2.571 -7.360
C 0.621 2.422 -8.486
C 1.128 2.784 -9.898
O 1.364 4.178 -10.103
C 2.600 4.650 -9.589
H 4.549 5.455 -6.150
H 2.889 4.850 -6.173
H 4.032 4.293 -4.910
H 3.481 2.205 -5.447
H 4.695 1.549 -6.548
H 2.545 0.726 -7.308
H 3.213 1.873 -8.482
H 1.792 3.555 -7.282
H -0.239 3.072 -8.264
H 0.242 1.395 -8.494
H 0.332 2.516 -10.602
H 1.999 2.192 -10.202
H 3.400 3.911 -9.677
H 2.474 4.964 -8.554
H 2.891 5.539 -10.158

Entry 2:
The following is a DFT calculation (wB97M-V/def2-TZVPD) of a molecular structure, C29H58FI4N2O14P2S4 at a distorted geometry.

Computed properties:
F_max ... 9.9 eV/A
Charge ... +1
HOMO ... -9.816 eV
Gap between HOMO and LUMO ... 5.591 eV
Lowest unoccupied orbital energy ... -4.226 eV

Element x y z (Å)
C 0.869 1.261 -2.282
C 0.367 0.372 -1.274
C -0.267 -1.088 -1.517
C 0.778 -2.372 -1.354
S 0.642 -3.315 -2.999
C 2.342 -2.053 -1.360
C 2.904 -1.450 -2.766
C 3.994 -0.284 -2.433
F 3.666 -2.428 -3.515
C 0.032 -3.065 -0.113
I 0.789 -1.669 1.507
C 0.940 -4.250 0.343
I 2.649 -3.901 1.777
C 1.020 -5.644 0.036
C 0.061 -6.248 -1.038
I 2.413 -7.127 0.915
N -1.473 -2.772 -0.201
P -2.532 -4.151 -0.832
N -2.288 -4.598 -2.321
P -2.098 -2.999 1.476
O -1.447 -4.199 2.203
O -2.157 -1.809 2.639
O -3.760 -3.512 1.561
C -1.783 -1.414 -0.931
C -2.371 -0.267 0.018
C -2.645 1.219 -0.357
C -4.147 1.669 -0.780
C -5.238 1.491 0.377
O -4.694 1.298 1.719
C -5.767 0.627 2.424
O -6.665 1.312 2.929
C -2.560 -1.450 -2.338
I -2.335 0.337 -3.665
C -4.096 -1.759 -2.516
C -5.181 -1.482 -1.398
H 1.970 1.528 -2.463
H 0.125 1.865 -2.925
H 0.371 0.776 -0.192
H -0.155 -1.098 -2.667
H 0.712 -2.454 -4.068
H 2.911 -3.034 -1.184
H 2.731 -1.300 -0.605
H 2.106 -0.922 -3.377
H 3.947 0.438 -3.346
H 5.055 -0.682 -2.352
H 3.667 0.361 -1.540
H 0.007 -5.746 -2.055
H 0.449 -7.307 -1.302
H -0.973 -6.483 -0.577
H -2.511 -5.262 0.101
H -3.931 -3.776 -0.852
H -2.086 -5.594 -2.395
H -3.012 -1.333 2.715
H -4.341 -2.714 1.614
H -3.280 -0.595 0.656
H -1.536 -0.152 0.817
H -1.950 1.751 -1.095
H -2.497 1.862 0.599
H -4.473 1.295 -1.801
H -4.043 2.815 -0.918
H -6.008 0.666 0.199
H -5.850 2.471 0.420
H -5.728 -0.513 2.414
H -1.973 -2.190 -3.012
H -4.169 -2.894 -2.755
H -4.533 -1.300 -3.482
H -6.013 -2.275 -1.558
H -5.740 -0.497 -1.612
H -4.882 -1.617 -0.313
O -2.220 4.029 6.238
S -2.216 2.812 7.006
O -1.549 1.623 6.542
O -3.738 2.434 7.401
C -4.703 2.327 6.356
C -4.557 1.024 5.593
C -1.646 3.172 8.643
H -4.644 3.188 5.684
H -5.687 2.355 6.830
H -3.619 1.000 5.033
H -5.377 0.898 4.884
H -4.545 0.173 6.279
H -2.181 4.042 9.020
H -0.578 3.383 8.587
H -1.821 2.303 9.276
O 4.431 0.711 0.855
S 5.776 0.659 1.371
O 6.516 -0.571 1.440
O 5.808 1.370 2.822
C 4.904 0.911 3.827
C 5.365 -0.399 4.439
C 6.759 1.858 0.516
H 3.890 0.824 3.424
H 4.877 1.679 4.603
H 5.319 -1.211 3.710
H 4.735 -0.671 5.288
H 6.402 -0.325 4.774
H 6.226 2.808 0.501
H 6.916 1.499 -0.501
H 7.717 1.957 1.028
O 2.215 3.365 -6.610
S 3.537 3.191 -6.067
O 3.753 2.668 -4.743
O 4.357 4.575 -6.222
C 3.786 5.769 -5.686
C 3.934 5.831 -4.177
C 4.499 2.238 -7.209
H 2.739 5.866 -5.985
H 4.327 6.606 -6.132
H 3.331 5.060 -3.691
H 3.608 6.802 -3.797
H 4.972 5.662 -3.883
H 4.379 2.656 -8.207
H 4.129 1.213 -7.183
H 5.543 2.264 -6.898

Entry 3:
The following is a DFT calculation (wB97M-V/def2-TZVPD) of a molecular structure, C29H59O22Tl at a distorted geometry.

Computed properties:
F_max ... 5.2 eV/A
Energy relative to the best compared isomer or geometry (same formula, charge and spin) ... 0.0 kJ/mol
Charge ... +2
HOMO ... -14.010 eV
Gap between HOMO and LUMO ... 1.620 eV
Lowest unoccupied orbital energy ... -12.389 eV

Element x y z (Å)
Tl -2.316 4.043 -1.272
C 2.097 -0.180 0.404
O 0.913 0.328 -0.053
H 2.958 0.453 0.193
H 2.266 -0.166 1.481
H 2.324 -1.228 0.205
C -7.128 2.155 6.463
C -6.235 0.900 6.125
O -5.465 1.234 4.947
C -4.137 0.868 4.713
O -3.663 1.125 3.603
O -3.561 0.241 5.757
C -2.313 -0.349 5.514
H -6.669 3.098 6.166
H -7.369 2.235 7.523
H -8.091 1.935 6.002
H -6.820 -0.019 6.086
H -5.406 0.770 6.821
H -2.053 -0.953 6.383
H -1.548 0.390 5.274
H -2.412 -1.004 4.648
C 1.799 -6.715 1.068
C 2.401 -6.583 2.466
O 1.384 -6.213 3.356
C 1.452 -6.598 4.675
O 2.353 -7.310 5.175
O 0.407 -6.134 5.336
C 0.185 -6.470 6.625
H 2.552 -6.794 0.284
H 1.339 -5.750 0.854
H 1.079 -7.524 0.944
H 3.134 -5.777 2.515
H 2.921 -7.519 2.669
H -0.697 -5.904 6.923
H 1.005 -6.080 7.227
H -0.066 -7.516 6.805
C -4.526 -4.181 0.325
C -4.642 -2.717 -0.197
O -5.419 -2.745 -1.430
C -5.895 -1.678 -1.980
O -5.565 -0.569 -1.595
O -6.859 -2.061 -2.765
C -7.750 -1.147 -3.319
H -3.560 -4.608 0.053
H -5.413 -4.759 0.069
H -4.524 -4.390 1.395
H -3.630 -2.317 -0.262
H -5.293 -2.168 0.483
H -8.281 -0.529 -2.595
H -8.550 -1.699 -3.812
H -7.358 -0.557 -4.148
C -2.012 5.248 7.326
C -1.621 5.651 5.894
O -0.213 5.339 5.677
C 0.239 5.116 4.430
O -0.362 5.288 3.365
O 1.574 4.887 4.571
C 2.299 4.905 3.290
H -1.710 4.225 7.549
H -3.066 5.245 7.606
H -1.510 5.879 8.060
H -1.769 6.724 5.774
H -2.204 5.076 5.174
H 1.795 4.275 2.556
H 3.240 4.368 3.406
H 2.457 5.910 2.900
C 2.183 3.311 -9.631
C 1.927 3.216 -8.045
O 3.114 3.503 -7.393
C 3.157 3.689 -6.060
O 2.200 3.710 -5.288
O 4.463 3.725 -5.725
C 4.795 3.677 -4.382
H 2.842 2.553 -10.056
H 2.602 4.263 -9.955
H 1.267 3.238 -10.216
H 1.492 2.279 -7.697
H 1.160 3.936 -7.762
H 4.504 2.689 -4.025
H 4.375 4.551 -3.885
H 5.873 3.658 -4.224
C 9.596 -1.161 -2.548
C 8.750 -0.236 -1.612
O 8.501 -0.642 -0.376
C 8.205 0.175 0.636
O 8.339 1.417 0.592
O 7.618 -0.455 1.582
C 7.332 0.103 2.827
H 9.052 -2.080 -2.767
H 10.534 -1.528 -2.133
H 9.848 -0.746 -3.524
H 7.751 -0.104 -2.027
H 9.206 0.753 -1.648
H 6.392 0.650 2.902
H 8.155 0.723 3.183
H 7.097 -0.723 3.499
C -1.756 -2.975 -5.452
C -1.731 -1.454 -5.435
O -2.636 -0.922 -6.365
C -2.828 0.399 -6.530
O -2.451 1.236 -5.760
O -3.595 0.565 -7.617
C -3.986 1.876 -8.028
H -1.485 -3.449 -6.396
H -2.681 -3.373 -5.035
H -0.995 -3.343 -4.764
H -0.727 -1.153 -5.733
H -1.800 -1.177 -4.383
H -4.875 1.863 -8.659
H -3.159 2.254 -8.630
H -4.122 2.515 -7.155

Entry 4:
The following is a DFT calculation (wB97M-V/def2-TZVPD) of a molecular structure, C29H60AlO8S at a distorted geometry.

Computed properties:
F_max ... 3.8 eV/A
Charge ... -1
HOMO ... -5.293 eV
Gap between HOMO and LUMO ... 7.460 eV
Lowest unoccupied orbital energy ... 2.167 eV

Element x y z (Å)
C 10.634 2.483 1.391
C 10.427 0.913 1.492
C 9.196 0.671 2.422
C 8.820 -0.828 2.662
C 8.863 -1.739 1.389
C 7.509 -1.811 0.590
C 6.479 -2.630 1.462
C 5.259 -3.123 0.568
C 3.905 -2.460 1.041
C 2.837 -3.566 1.355
C 1.889 -3.161 2.526
C 0.798 -2.110 2.088
C -0.432 -2.142 3.072
C -1.236 -0.802 3.081
C -1.487 -0.231 1.628
O -0.358 0.628 1.443
Al -0.902 2.382 1.676
O -2.531 1.973 0.868
C -2.770 0.708 1.467
C -4.063 0.106 0.844
S -3.875 -0.401 -0.916
O -4.805 -1.558 -1.123
O -2.474 -0.716 -1.287
H 11.116 2.713 0.420
H 11.202 2.877 2.257
H 9.609 2.918 1.351
H 11.338 0.442 1.910
H 10.211 0.563 0.458
H 8.329 1.284 2.086
H 9.472 1.096 3.420
H 9.402 -1.320 3.469
H 7.761 -0.833 3.016
H 9.680 -1.503 0.678
H 9.061 -2.778 1.748
H 7.116 -0.824 0.282
H 7.706 -2.454 -0.300
H 6.973 -3.508 1.939
H 6.108 -1.987 2.285
H 5.507 -2.784 -0.464
H 5.199 -4.234 0.584
H 4.044 -1.751 1.886
H 3.549 -1.842 0.187
H 2.295 -3.849 0.432
H 3.392 -4.480 1.682
H 2.442 -2.718 3.389
H 1.390 -4.071 2.937
H 0.443 -2.315 1.056
H 1.261 -1.099 2.110
H -0.027 -2.395 4.082
H -1.120 -2.977 2.805
H -2.215 -0.990 3.594
H -0.696 -0.042 3.683
H -1.460 -1.134 0.978
H 0.071 3.417 0.935
H -1.307 2.736 3.195
H -3.106 0.987 2.502
H -4.469 -0.727 1.458
H -4.829 0.912 0.845
H -4.396 0.640 -1.681
C -8.949 -3.932 1.157
C -8.294 -2.596 1.396
O -8.749 -1.809 2.198
C -7.057 -2.282 0.600
H -9.828 -4.025 1.796
H -9.263 -4.012 0.114
H -8.253 -4.737 1.399
H -7.287 -2.289 -0.466
H -6.277 -3.014 0.816
H -6.693 -1.294 0.871
C -4.531 3.793 -1.828
C -5.781 4.486 -2.296
O -6.121 5.560 -1.849
C -6.590 3.775 -3.348
H -4.037 4.397 -1.068
H -4.790 2.826 -1.393
H -3.845 3.654 -2.666
H -6.924 2.808 -2.968
H -5.988 3.634 -4.246
H -7.465 4.372 -3.602
C 0.273 2.966 -3.023
C 0.819 4.093 -2.186
O 1.473 3.876 -1.196
C 0.513 5.500 -2.632
H 0.569 2.014 -2.584
H -0.817 3.016 -3.050
H 0.675 3.027 -4.037
H -0.567 5.661 -2.642
H 0.926 5.674 -3.628
H 0.966 6.206 -1.936
C -5.083 -0.431 -5.652
C -6.246 0.355 -5.108
O -6.562 1.425 -5.584
C -6.999 -0.242 -3.948
H -4.634 0.114 -6.482
H -4.330 -0.570 -4.874
H -5.427 -1.402 -6.015
H -6.329 -0.375 -3.095
H -7.426 -1.204 -4.238
H -7.809 0.428 -3.659